This record from the OMol25 dataset describes 2 unconnected molecules or ions with the total composition C2H8N2O2S. The level of theory is ωB97M-V/def2-TZVPD.

Results
Energy relative to the best compared isomer or geometry (same formula, charge and spin) in kcal/mol: 106.2
Largest force on an atom in hartree/bohr: 0.08714
Kohn-Sham gap (spin up / spin down) in hartree: 0.2923 / 0.3091
HOMO (spin up / spin down) in eV: -8.578 / -8.652
LUMO level (spin up / spin down) in hartree: -0.0229 / -0.0088

Atoms and positions in Å:
C -1.663967 -0.146739 -0.974165
C 1.901220 -0.825126 -0.170389
N -0.929282 1.430333 1.455728
N -0.579360 1.484480 0.185315
O 1.012512 1.299460 -1.614886
O 1.790239 0.379959 0.641957
S 0.965377 1.662751 -0.211580
H -1.002786 -0.952139 -0.626687
H -2.601779 -0.195453 -0.377154
H -1.468119 0.301981 -2.094227
H 1.342060 -1.623874 0.170208
H 2.962075 -1.292105 -0.097149
H 1.753465 -0.598254 -1.172278
H -0.711819 0.473136 1.886634
H -1.913764 1.543996 1.628682

Force components x, y, z for each atom (eV/Å):
C 2.2 2.1 -0.6
C 3.8 0.4 1.6
N 0.5 -2.4 3.2
N -3.0 -1.7 -2.9
O 0.0 0.2 -0.4
O -0.7 -0.2 -1.3
S 1.6 -0.8 0.7
H -0.1 0.3 -0.6
H 0.5 0.7 -1.0
H -1.0 -1.4 3.3
H -2.0 -1.3 0.8
H -1.3 1.4 0.0
H -0.5 0.2 -1.8
H 0.1 1.7 -0.5
H -0.3 0.6 -0.4



This record from the OMol25 dataset describes 2 unconnected molecules or ions with the total composition C2H8N2O3. The level of theory is ωB97M-V/def2-TZVPD.

Results
Energy relative to the best compared isomer or geometry (same formula, charge and spin) in kcal/mol: 22.4
Largest force on an atom in hartree/bohr: 0.07224
SMILES string: NC(N)=O.OCO
Kohn-Sham gap in hartree: 0.3829
HOMO in eV: -9.654
LUMO level in hartree: 0.0281

Atoms and positions in Å:
C 1.385560 -1.194434 -0.618270
O -0.156137 -1.076593 -0.953870
O 1.890470 0.030157 -0.986898
H 1.803102 0.083754 -1.954350
H -0.785424 -1.367968 -0.273525
H 1.561884 -1.402965 0.433887
H 1.690701 -1.987689 -1.300446
C -0.697186 0.557810 0.961097
N -1.950966 0.165553 0.534172
N -0.241566 1.709769 0.337461
O -0.237514 0.157332 2.042302
H 0.230872 2.314916 0.999967
H -2.429433 0.836215 -0.053031
H -2.459109 -0.323762 1.260758
H 0.394745 1.497906 -0.429253

Force components x, y, z for each atom (eV/Å):
C -3.3 0.0 -1.2
O 2.6 -0.6 0.3
O 0.4 0.0 -0.4
H 0.1 0.1 0.4
H 0.7 0.0 -0.1
H -0.1 0.2 -0.1
H 0.2 -0.1 0.3
C -1.1 0.8 3.5
N 0.2 -0.3 0.2
N 0.7 0.7 -1.2
O -0.3 -0.2 -1.9
H 0.2 -0.4 0.0
H 0.0 -0.3 0.2
H -0.1 0.2 -0.3
H -0.2 0.0 0.1



This record from the OMol25 dataset describes 2 unconnected molecules or ions with the total composition C2H8N2O3. The level of theory is ωB97M-V/def2-TZVPD.

Results
Energy relative to the best compared isomer or geometry (same formula, charge and spin) in kcal/mol: 116.9
Largest force on an atom in hartree/bohr: 0.08040
SMILES string: [NH3+][O-].CC(=O)ON
Kohn-Sham gap in hartree: 0.3434
HOMO in eV: -8.694
LUMO level in hartree: 0.0239

Atoms and positions in Å:
C -1.502909 1.371641 1.589694
C -0.795272 0.498890 0.614908
N -0.507262 0.118294 -1.595213
N 1.894973 -1.642079 -0.509271
O -0.318601 -0.627197 0.809303
O -0.863815 1.022165 -0.612444
O 1.944898 -0.639694 -1.454255
H -1.552361 2.475312 1.493209
H -2.584774 1.257187 1.635616
H -1.189811 1.194881 2.547366
H -0.893362 0.652980 -2.437418
H 0.540503 -0.003986 -1.737367
H 1.127517 -1.510682 0.205182
H 2.741674 -1.413874 0.066240
H 1.958603 -2.753840 -0.615551

Force components x, y, z for each atom (eV/Å):
C -1.4 1.7 -0.6
C 0.0 -1.4 -1.2
N -1.1 0.2 -4.0
N 1.5 -1.0 3.1
O -0.8 2.1 0.7
O 0.3 0.8 2.0
O 0.3 -1.2 -0.8
H 1.1 -0.5 -0.8
H -0.2 -1.1 -0.5
H 1.0 -0.7 2.4
H 0.8 -1.3 1.3
H -0.6 0.2 0.9
H -0.1 0.2 -1.1
H -0.7 -0.8 -0.3
H -0.2 2.7 -1.2



This record from the OMol25 dataset describes a gas-phase ion, C2H8N2O4P (charge -1). The level of theory is ωB97M-V/def2-TZVPD.

Results
Energy relative to the best compared isomer or geometry (same formula, charge and spin) in kcal/mol: 21.7
Largest force on an atom in hartree/bohr: 0.08350
SMILES string: NC[C@@](N)(O)[P@](=O)([O-])O
Net charge: -1
Kohn-Sham gap in hartree: 0.3402
HOMO in eV: -5.395
LUMO level in hartree: 0.1419

Atoms and positions in Å:
C 0.958152 0.909505 -0.541288
C 0.050698 -0.213462 0.135270
N 2.237637 1.190408 0.023472
N 0.310975 -1.613688 -0.421538
O -2.481520 -0.930644 0.904715
O -1.939469 -0.302643 -1.563140
O -2.135161 1.463354 0.306026
O 0.373830 -0.236043 1.512754
P -1.720886 0.132278 -0.188051
H 0.288171 1.962413 -0.556895
H 1.172789 0.600950 -1.551938
H 2.150582 1.677464 0.865139
H 2.575611 0.244786 0.413515
H -2.370327 -1.906017 0.532268
H -0.487336 -1.847306 -1.027522
H 1.201437 -1.561696 -0.771492
H -0.185182 0.430349 1.928700

Force components x, y, z for each atom (eV/Å):
C -3.0 2.0 -0.5
C 0.8 -0.8 -0.6
N 1.7 -3.0 0.4
N -2.9 1.9 2.5
O 1.0 -2.6 -2.0
O -0.4 -0.9 -2.0
O 0.4 0.6 0.4
O 0.0 0.0 0.4
P -1.2 -0.2 2.3
H 1.8 -2.8 -0.1
H -0.5 0.0 -0.6
H -0.4 1.2 1.5
H -0.2 1.7 -0.9
H -0.3 3.1 1.2
H 1.3 0.3 -0.3
H 2.2 -0.6 -1.8
H -0.1 0.0 0.1



This record from the OMol25 dataset describes 2 unconnected molecules or ions with the total composition C2H8N2P. The level of theory is ωB97M-V/def2-TZVPD.

Results
Energy relative to the best compared isomer or geometry (same formula, charge and spin) in kcal/mol: 71.9
Largest force on an atom in hartree/bohr: 0.09174
Net charge: +1
Kohn-Sham gap (spin up / spin down) in hartree: 0.2195 / 0.2192
HOMO (spin up / spin down) in eV: -13.874 / -13.872
LUMO level (spin up / spin down) in hartree: -0.2903 / -0.2906

Atoms and positions in Å:
C 0.591210 -0.016266 0.217146
C 2.025659 -0.403400 -0.138875
N 0.382946 1.260915 0.499051
N -0.383321 -0.870053 0.135212
P -3.398805 -0.050741 0.270060
H 2.659757 -0.462076 0.769883
H 2.421223 0.324626 -0.843769
H 2.032417 -1.461583 -0.461864
H 1.121568 1.826200 0.083155
H -0.331630 1.753093 0.872557
H -0.104252 -1.767449 -0.117438
H -4.220651 -0.804281 -0.520035
H -2.796120 0.671018 -0.765085

Force components x, y, z for each atom (eV/Å):
C -1.0 -1.6 -0.6
C -0.5 -1.0 1.1
N 4.3 0.2 -1.9
N -1.2 2.2 0.8
P 2.0 0.5 1.4
H -0.4 0.6 -0.4
H 0.2 -0.3 -0.2
H 0.0 0.8 -0.5
H -0.4 0.2 0.8
H -3.0 1.0 1.3
H 0.3 -1.9 -0.4
H -0.3 -0.9 -1.0
H -0.1 0.1 -0.4



This record from the OMol25 dataset describes 2 unconnected molecules or ions with the total composition C2H8N2S. The level of theory is ωB97M-V/def2-TZVPD.

Results
Energy relative to the best compared isomer or geometry (same formula, charge and spin) in kcal/mol: 30.3
Largest force on an atom in hartree/bohr: 0.05595
SMILES string: [H]/N=C\S.CN
Kohn-Sham gap in hartree: 0.3569
HOMO in eV: -9.012
LUMO level in hartree: 0.0257

Atoms and positions in Å:
C 1.649381 -0.185964 -0.715042
C -2.001939 0.415622 0.462359
N 2.628063 -0.288638 0.361071
N -1.278007 -0.569096 0.485683
S -3.728537 0.641321 0.142367
H 1.519285 -0.941579 -1.518447
H 0.680912 -0.055392 -0.166724
H 1.917293 0.722330 -1.371940
H -1.733144 1.364537 0.766503
H -3.582173 1.963114 0.295026
H 3.286258 -0.937923 0.025428
H -1.646479 -1.422944 0.032739
H 2.289090 -0.705385 1.200978

Force components x, y, z for each atom (eV/Å):
C -1.3 2.2 -0.4
C -2.5 0.5 -0.1
N 0.3 0.0 -1.0
N 1.3 -2.4 -0.8
S -0.4 -0.3 -0.5
H 0.4 -0.5 1.0
H 0.7 0.2 -1.3
H -0.6 -0.9 1.2
H 1.7 1.7 0.9
H -0.4 0.0 -0.1
H 1.6 -0.7 -0.1
H -0.1 0.5 0.7
H -0.8 -0.2 0.4



Question: What is the formula in the second record?
Answer: C2H8N2O3